Below is 20 unconnected molecules or ions with the total composition C60H168N12O28 at a distorted geometry, with properties calculated with ωB97M-V/def2-TZVPD.

The geometry in XYZ format:
```
268
Properties=species:S:1:pos:R:3:forces:R:3
H 3.082 -2.783 -4.872 -0.37 0.23 -0.43
H -1.247 2.682 0.860 0.21 0.22 0.04
H -6.909 1.151 3.879 -0.07 -0.72 -0.13
H 1.729 6.529 -3.775 -0.12 -0.45 -0.68
H -1.437 -2.902 6.439 0.77 0.07 0.12
H 2.756 0.103 5.465 0.25 -0.04 0.05
H 2.816 0.603 -7.052 -0.76 -0.11 0.60
O -1.339 -3.997 4.623 -0.27 0.50 1.12
H -6.290 -2.986 5.091 -0.90 -0.36 0.08
H -3.051 5.034 1.143 0.72 0.03 -0.78
H -9.378 -6.569 0.598 -0.30 0.33 -0.12
N -2.695 -6.016 -3.127 0.70 1.33 1.02
H 2.055 -2.922 7.000 -0.69 -1.13 0.04
C 3.871 -4.050 6.772 0.92 1.44 0.65
H 6.366 -4.005 7.903 0.67 -0.01 0.41
C -5.062 -2.687 -0.327 0.51 1.00 -1.75
H -2.330 1.579 -3.062 -0.31 -0.19 0.28
H -1.036 6.072 -1.247 -0.48 -0.25 0.35
H 5.278 -5.254 8.472 0.14 -0.22 0.13
H -1.684 2.764 5.533 -0.06 -0.24 0.25
C 2.306 -0.888 5.401 2.01 -0.25 0.27
H -0.174 0.863 -1.158 0.24 -0.06 -0.25
H 0.743 3.794 -8.334 -0.23 -0.69 -0.29
H 3.215 -0.316 -8.378 -0.68 -0.58 -0.71
C -0.382 -4.990 5.040 -0.55 0.48 0.00
H 4.866 -4.006 -6.316 -0.43 0.63 -0.29
N 6.677 2.975 2.815 -0.93 -0.06 0.72
H 9.378 -3.203 -6.686 0.31 -0.27 0.10
O -2.794 7.672 0.686 -0.60 -0.27 -0.01
O -1.853 3.975 -5.121 0.87 0.61 0.76
H -2.035 -6.181 -3.873 0.14 0.63 -0.13
H -2.273 -9.769 -5.662 0.28 -0.51 0.03
C 2.122 -1.452 -0.602 -0.85 -2.23 0.28
H -0.132 4.183 -6.102 -0.40 -0.17 0.15
H 1.752 4.964 -4.650 -0.58 0.49 -0.53
H -1.504 3.287 -1.671 0.39 -0.84 -0.05
H -2.480 1.632 1.547 -0.16 -0.02 0.20
H -1.682 -1.125 -6.987 0.13 -0.28 0.56
H -1.090 0.735 3.569 -0.84 -0.30 -0.45
H 6.410 1.179 3.677 0.17 -0.20 0.49
H -3.912 -9.536 -6.041 -0.31 0.09 -0.85
H -3.764 3.221 -5.349 -0.15 0.26 0.12
H 8.643 3.290 2.408 0.19 0.59 -0.13
H -4.066 5.493 -0.357 1.03 -0.01 -0.09
C -2.965 -2.458 0.780 -0.98 -0.26 0.14
H -4.827 7.436 0.714 -0.27 0.20 0.37
H 6.107 2.521 4.809 -0.37 -0.12 0.29
H -2.412 0.200 -0.505 -0.27 -0.17 0.07
C -3.667 -8.069 -4.018 0.29 0.73 -0.58
O 5.104 -2.508 -4.777 -0.20 -0.79 0.05
O 2.570 1.187 0.932 -0.28 -0.12 0.53
C -9.036 -3.490 1.688 0.13 1.95 0.30
O 10.516 -2.810 -8.919 1.23 0.89 -0.55
C -1.336 -2.703 5.372 -0.38 -1.31 -1.97
C -3.901 -6.668 -3.421 -0.62 -1.65 -0.49
H -8.428 -1.472 6.672 -0.14 -0.38 0.35
H -4.642 -8.531 -4.178 -0.07 -0.20 -0.22
H -4.445 -6.798 -2.486 -0.39 -0.10 0.04
C -0.734 5.926 2.964 0.36 0.39 -0.60
H 1.313 -0.751 5.828 -0.12 -0.87 0.24
H 7.174 -4.806 -6.000 0.10 -0.03 0.04
H -1.037 -4.296 -1.703 0.07 -0.45 -0.15
H -3.461 -1.863 1.547 0.08 0.28 0.16
O 5.347 2.390 -3.667 -0.40 -0.36 -0.17
H -0.306 4.642 -0.371 -0.53 0.16 0.51
C -4.819 -1.606 5.004 -1.43 0.92 0.87
N -3.468 0.182 -6.591 -2.59 3.18 -3.60
H 3.738 5.516 -1.408 -0.26 0.30 0.00
H -3.200 4.319 -6.658 -0.16 0.25 0.06
O -0.624 1.254 6.540 -0.41 0.76 -0.21
H 2.713 6.769 -2.094 0.50 -0.24 0.33
C -7.589 -3.000 1.457 -1.56 -0.79 -0.18
H 6.850 -2.929 12.077 -0.17 -0.23 0.50
H -7.415 -2.301 2.275 0.28 -0.30 0.29
H -5.260 -2.700 -1.399 -0.92 -0.02 -0.13
H 4.412 2.145 2.350 0.18 -0.31 -0.15
H 0.683 2.321 -7.180 -0.46 0.03 -0.37
C 7.997 3.263 3.286 0.92 0.91 -0.66
H -5.046 3.479 -0.431 -0.72 -0.03 -0.29
H 0.482 0.253 3.120 0.38 0.33 -0.35
H -0.116 2.007 2.950 0.72 0.04 0.53
H 5.154 -2.272 11.992 0.10 0.04 0.84
O -0.867 -3.469 -3.640 0.30 -0.77 -0.33
H -2.538 -0.869 5.393 0.80 0.32 0.19
C -2.904 3.576 -5.917 -0.79 -1.18 -1.15
H -5.182 4.711 2.187 0.22 0.15 0.21
C -2.551 -1.868 4.957 0.97 -0.83 0.49
H -0.948 3.254 7.108 -0.19 0.06 -0.04
H -1.912 -2.176 0.753 -0.15 0.21 -0.67
H 4.862 -4.199 10.641 -0.29 0.09 0.00
C -5.206 3.381 0.643 0.49 1.42 -0.31
H 6.429 1.200 -2.489 -0.47 -0.75 0.17
O 3.266 -1.787 6.072 0.08 2.02 -1.07
O 0.805 0.724 -3.318 -0.23 -0.34 -0.19
H 2.325 2.212 -0.832 -0.04 0.20 -0.13
H -5.757 2.050 -4.303 -0.53 0.45 -0.02
O 1.410 -0.977 -7.374 -0.25 0.92 -0.46
H -3.018 -3.486 1.139 0.06 -0.29 -0.05
H 3.578 2.772 0.294 -0.09 0.40 -0.18
O 3.779 2.949 4.111 1.47 0.99 0.68
N -1.928 -1.100 -6.008 3.78 -2.90 1.08
C 5.946 2.159 3.794 2.58 -0.57 -0.73
O -7.156 -1.071 5.161 0.77 -1.29 0.38
H 10.464 -2.312 -10.972 -0.42 -0.23 -0.07
H -3.510 -4.107 -3.621 0.16 0.34 -0.36
H 1.788 -2.479 -0.745 0.03 -0.14 -1.05
H -2.296 9.760 0.416 0.41 -0.85 -0.73
H 1.398 -1.895 -7.093 0.52 0.11 0.00
H 1.847 3.150 0.598 -0.03 -0.04 0.18
H -4.653 -0.596 5.379 0.28 0.57 -0.02
H 2.009 2.081 -4.187 0.61 0.10 0.14
N 4.371 -3.481 8.053 -0.95 -0.53 -0.57
H -3.614 -4.459 -1.946 0.15 -0.50 0.24
H -4.421 0.514 -6.538 0.40 0.17 -0.16
C -6.049 -1.653 0.317 1.00 -0.57 -1.45
H -6.944 -3.876 1.517 0.54 0.02 0.24
H 3.632 -3.337 -3.405 0.92 -0.02 0.59
H 2.012 2.108 4.255 -0.74 -0.32 -0.36
H 8.596 -4.478 -7.695 0.27 0.04 0.04
C -8.423 -1.507 5.583 -0.23 1.23 0.94
C 3.836 -2.542 -4.123 -0.44 -0.03 -1.43
H -4.388 2.705 0.889 0.23 -0.04 0.65
H -0.065 -1.893 -2.580 0.35 -0.07 0.33
C 7.129 6.757 4.287 0.41 0.35 1.07
H 3.561 -5.089 6.880 -0.72 0.19 0.34
C 8.652 -3.412 -7.472 -1.00 1.39 -0.65
H 4.724 1.504 -1.855 0.13 -0.05 0.07
H 1.185 -0.901 -0.679 0.28 0.68 -0.02
H 0.317 6.055 2.707 -0.20 0.53 -0.27
H 2.309 -1.146 4.342 -0.50 -0.17 -0.06
H 2.413 -3.507 5.307 -0.32 0.07 -0.17
H -2.367 9.159 2.026 0.20 -0.07 0.31
H 6.610 -1.237 11.871 -0.19 0.23 -0.89
H 2.590 -0.706 1.057 0.59 0.13 0.31
H -9.209 -3.647 2.753 0.40 -0.92 0.36
H 0.407 -5.064 4.292 0.22 0.11 0.14
H -7.944 -5.739 1.147 0.15 -0.33 0.40
H 1.920 3.851 4.183 0.40 0.23 0.07
H -0.451 -2.221 4.955 0.33 0.37 1.06
H -8.075 2.158 3.225 -0.68 0.04 -0.60
C -2.962 -4.587 -2.810 2.34 -0.25 -0.29
C 2.747 5.023 -3.021 1.17 -2.50 0.20
C -1.635 -3.818 -2.478 -1.10 1.14 -0.59
H -9.115 -0.709 5.310 -0.27 -0.38 -0.45
O 2.589 -1.605 0.720 0.12 0.96 0.31
O -3.562 -0.482 -4.523 0.31 -0.92 1.40
C 1.892 0.998 -4.155 0.16 0.77 -0.45
N -7.382 -2.206 0.260 -0.27 0.44 1.32
C 5.750 -3.912 10.077 0.18 0.02 -1.61
O 6.058 -2.545 10.259 0.62 0.36 -0.74
H -4.062 7.013 2.283 0.23 0.34 0.21
H 10.697 -0.996 -9.857 0.66 0.28 -0.14
H -1.046 6.653 3.715 0.18 0.13 0.21
C 6.176 -2.205 11.620 -0.32 -0.90 0.15
C -9.027 -5.779 1.261 0.14 0.55 -0.44
H -2.515 -8.932 -7.116 -0.61 0.91 0.02
H -1.739 4.529 3.636 -0.07 -0.75 0.23
H -0.598 1.044 -4.806 -0.09 -0.20 -0.24
H -3.101 -8.667 -3.303 0.18 -0.20 -0.03
H -0.278 2.454 -3.813 0.33 0.17 0.12
H 4.703 -4.148 6.074 0.24 0.30 -0.53
N 7.276 -3.003 -7.013 0.59 -1.40 -0.88
H -7.634 -2.600 -0.635 0.14 -0.29 0.16
H 7.155 -2.000 -7.016 0.02 -0.06 0.64
H -4.609 2.867 -3.215 -0.10 0.68 -0.20
N -0.964 1.418 -1.454 -1.22 -0.06 -0.70
C 2.810 -3.088 6.232 -0.77 -0.89 0.67
H 0.269 1.241 6.894 0.05 -0.29 0.13
C -5.469 2.198 -3.262 1.25 -0.96 0.24
H -6.242 2.561 -2.585 -0.22 0.07 -0.44
H 6.232 3.880 2.860 -0.39 0.31 -0.57
C -0.776 5.014 -1.282 0.49 -0.69 -1.11
H -4.871 -1.505 3.920 -0.05 -0.36 -0.08
H 1.705 1.030 1.318 -0.46 0.13 -0.11
H -0.839 -5.975 5.136 -0.47 0.04 -0.40
O 0.792 4.245 -6.356 0.91 -0.33 -0.16
C -1.610 1.654 0.891 -0.29 -0.37 0.34
H -3.794 9.485 1.150 -0.55 -0.46 -0.21
C -1.461 0.980 -2.789 1.60 1.01 -0.26
C -2.986 -0.488 -5.595 -1.79 0.42 0.88
H 2.878 -1.200 -1.347 0.00 0.38 0.11
C 9.136 -2.600 -8.729 -0.60 -1.26 0.14
C 2.552 2.412 0.215 0.48 -0.40 -0.54
H -4.572 0.411 -3.389 0.26 0.02 -0.56
H 8.822 -1.562 -8.620 0.42 0.46 0.24
H -2.205 4.497 -4.397 0.25 0.08 0.39
H -2.570 2.695 -6.465 0.07 0.01 -0.14
H -3.773 -2.420 6.437 0.24 -0.28 0.31
C -6.173 -2.020 5.582 1.04 -0.31 -2.01
H 0.444 -2.028 -4.229 0.05 0.02 -0.16
H 1.713 0.716 -5.193 -0.26 -0.49 -0.12
C 6.906 -3.769 -5.797 0.22 1.00 -0.45
H 8.088 7.218 4.521 0.20 0.31 -0.24
H -5.160 -3.735 -0.047 -0.17 -0.01 0.86
H 6.695 6.572 5.270 -0.14 -0.74 0.20
H -4.522 -6.097 -4.112 -0.38 0.11 -0.28
H 2.797 0.496 -3.812 -0.11 0.18 0.20
H 8.488 2.484 3.870 -0.51 -0.25 0.37
H -9.655 -2.598 1.588 -0.29 0.04 -0.79
H 6.125 2.699 -1.849 -0.53 0.20 0.90
C -2.943 -9.042 -6.120 0.40 -1.50 1.87
H 12.034 -2.212 -10.312 0.05 0.20 0.83
O 7.321 5.618 3.490 -0.64 -0.37 -0.08
C -3.930 5.523 0.724 -0.73 -0.26 0.72
C 2.722 -0.422 -7.412 1.11 -0.55 0.24
O -1.851 4.178 -1.760 0.06 1.49 0.49
N 3.129 5.850 -2.141 2.36 3.60 5.52
H -7.666 0.595 2.331 -0.29 -0.02 -0.02
C 4.564 1.981 3.417 -2.38 0.41 0.04
H -9.341 -6.011 2.279 0.20 -0.04 0.16
H 9.127 4.801 4.115 0.25 0.56 0.12
O -2.938 -7.932 -5.264 -0.44 1.31 0.25
H 6.444 7.503 3.885 0.24 -0.33 -0.83
C 2.447 2.987 3.779 -0.63 -0.70 -0.07
H -1.703 -0.082 -2.835 -0.12 -0.03 0.04
C 5.519 -4.195 8.562 -0.64 0.21 0.75
O -0.807 4.609 3.422 -0.60 -0.79 0.76
H -6.060 -0.731 -0.264 0.50 -0.01 -0.21
C 10.990 -2.026 -10.060 -1.21 -0.73 0.68
H 0.043 4.932 -1.996 0.21 0.14 -0.32
H -6.094 -2.236 6.648 -0.36 0.56 0.34
C -3.961 6.985 1.198 0.06 -0.48 -1.39
H 3.586 -1.552 -3.742 0.36 -0.18 0.18
N -3.774 -2.495 5.430 -0.24 0.16 -0.98
H 7.493 -3.401 -4.955 0.08 -0.23 0.38
H -1.532 -1.748 -5.342 0.46 -0.20 -0.30
C -2.810 9.028 1.039 -0.08 1.01 1.30
H 3.405 -1.055 -6.845 0.08 0.18 0.30
H -2.856 1.890 -0.857 -0.31 -0.11 0.34
H -2.511 -1.693 3.882 -0.44 -0.45 -0.17
H 5.182 -4.564 -4.733 0.41 -0.21 0.31
H 4.250 0.969 3.674 -0.42 -0.15 0.01
C 0.239 -2.617 -3.336 -0.81 0.02 -0.66
O -0.598 0.784 1.439 -0.37 -0.69 -0.33
N -5.092 4.766 1.183 -0.84 -0.58 0.15
H 4.610 2.987 -3.522 -0.51 0.42 -0.41
H -2.910 0.295 -7.425 -0.70 0.18 0.03
H 2.328 2.965 2.696 -0.34 -0.08 -0.01
H -5.719 -1.373 1.318 -0.43 -0.19 0.20
H -1.411 6.018 2.115 0.41 0.49 -0.35
N 2.055 5.583 -3.912 -3.81 1.58 -4.84
H 4.610 -2.520 7.851 0.05 0.18 0.19
H 7.811 4.343 5.128 -0.70 0.44 0.19
C 8.060 4.577 4.093 1.25 -0.81 -0.19
H 0.019 -4.839 6.043 0.25 0.58 -0.01
C -0.367 1.367 -3.791 -0.37 -0.80 0.88
C -7.310 1.448 2.910 0.10 0.20 1.37
H -8.720 -2.507 5.268 0.07 0.04 -0.41
O -5.013 0.967 -2.742 -0.70 -0.18 1.23
C 1.078 3.309 -7.418 0.08 0.81 0.72
C -2.058 1.231 -0.513 0.96 0.11 0.97
H 0.057 2.973 5.663 -0.13 0.42 -0.08
O -9.538 -4.500 0.873 -0.08 -0.84 -0.18
H -1.906 -2.827 -2.113 -0.49 -0.11 0.64
H 6.555 -4.581 10.383 0.41 0.13 0.37
H 1.154 -3.165 -3.110 -0.10 -0.11 0.47
O -6.249 2.096 2.313 1.14 1.04 -0.30
H -6.747 1.915 0.381 -0.07 -0.04 -0.50
H 8.717 -2.922 -9.682 -0.93 -0.29 0.15
H -7.351 3.397 1.095 0.04 0.32 0.19
C 5.600 1.898 -2.369 1.74 0.44 -0.59
H 2.154 3.154 -7.503 0.09 0.35 0.23
C 5.439 -3.759 -5.422 -0.06 0.58 0.48
O 3.075 3.861 -3.027 0.68 -2.72 -0.04
C -0.313 0.941 2.832 -0.40 0.88 -0.48
O -3.690 -2.330 -0.459 1.08 0.25 1.51
C -0.833 2.654 6.205 0.77 -0.77 -0.11
C -6.495 2.724 1.067 0.09 -1.03 -0.26
```
Forces are in eV/Å.

Properties
Orbital gap = 8.671 eV
Largest force on an atom = 7.00 eV/Å
E_HOMO = -8.317 eV
Charge = 0

Results of the Löwdin charge analysis, in e, for atoms 1 through 4:
1. H 0.0667
2. H 0.1085
3. H 0.0787
4. H 0.1276